# 1
The following is a quantum chemistry calculation of C18H18FN3O3S in the gas phase, from the OMol25 dataset.

The calculation puts the frontier orbital gap at 7.98 eV. The LUMO energy is -0.1 eV. The calculation puts the energy above the lowest of the compared OMol25 structures with the same formula, charge and spin at 1.3 kJ/mol. The SMILES is C=CCNC(=O)c1onc(CSc2ccc(F)cc2)c1C(=O)NCC=C.

Geometry as ORCA input:
```
! RIJCOSX wB97M-V def2-TZVPD def2/J DEFGRID3
* xyz 0 1
C -4.068 -4.834 -1.684
C -3.551 -4.567 -0.501
C -3.967 -3.405 0.352
N -2.834 -2.563 0.677
C -2.720 -1.300 0.240
O -3.586 -0.720 -0.397
C -1.435 -0.659 0.615
O -0.466 -1.475 1.084
N 0.638 -0.752 1.358
C 0.380 0.499 1.082
C 1.390 1.568 1.220
S 2.265 1.839 -0.371
C 3.641 0.725 -0.313
C 3.692 -0.396 0.504
C 4.812 -1.209 0.483
C 5.859 -0.897 -0.362
F 6.951 -1.694 -0.379
C 5.819 0.208 -1.195
C 4.704 1.020 -1.164
C -0.961 0.635 0.591
C -1.599 1.947 0.282
O -1.131 2.983 0.727
N -2.674 1.887 -0.513
C -3.437 3.072 -0.847
C -4.778 3.060 -0.177
C -5.924 3.225 -0.809
H -3.750 -5.682 -2.266
H -4.838 -4.217 -2.116
H -2.775 -5.194 -0.079
H -4.692 -2.779 -0.171
H -4.412 -3.769 1.286
H -2.051 -2.990 1.150
H 0.890 2.516 1.416
H 2.130 1.338 1.982
H 2.862 -0.656 1.142
H 4.870 -2.083 1.113
H 6.651 0.423 -1.846
H 4.645 1.891 -1.798
H -3.100 0.986 -0.722
H -2.852 3.930 -0.498
H -3.553 3.130 -1.933
H -4.750 2.900 0.892
H -6.867 3.220 -0.290
H -5.965 3.384 -1.874
*
```

***

# 2
The following is a quantum chemistry calculation of 9 unconnected molecules or ions with the total composition BH20O8, from the OMol25 dataset.

The calculation puts the frontier orbital gap at 10.09 eV. The LUMO energy is 3.0 eV. The calculation puts the energy above the lowest of the compared OMol25 structures with the same formula, charge and spin at 143.9 kJ/mol.

Geometry as ORCA input:
```
! RIJCOSX wB97M-V def2-TZVPD def2/J DEFGRID3
* xyz -1 1
B 0.135 -0.558 -0.324
H 0.001 -1.096 -1.250
H -0.655 0.176 -0.288
H 0.022 -1.178 0.552
H 1.113 -0.109 -0.243
O -2.180 -2.355 0.292
H -1.422 -1.819 0.058
H -2.500 -2.695 -0.543
O -2.110 2.720 1.072
H -1.897 2.273 0.252
H -3.047 2.563 1.194
O 0.918 2.075 1.737
H 0.385 2.341 2.486
H 0.300 1.653 1.140
O 1.705 1.622 -2.149
H 1.537 0.886 -1.561
H 1.409 1.316 -3.007
O 2.373 -2.085 -1.144
H 1.521 -1.675 -0.994
H 2.743 -1.605 -1.885
O -1.078 -0.067 2.461
H -0.619 0.042 1.628
H -1.083 -1.013 2.611
O -2.008 -0.483 -2.487
H -1.564 -1.136 -3.029
H -1.352 -0.219 -1.843
O 2.767 0.068 1.971
H 2.279 0.889 1.910
H 2.306 -0.529 1.381
*
```